Entry 1:
58
Properties=species:S:1:pos:R:3:nbo_charge:R:1 method="wB97M-V/def2-TZVPD" fmax_ev_per_a=0.80 e_above_lowest_ev=1.778 energy_ha=-1594.12704 total_charge=0 lumo_energy_ev=-0.3 e_homo_ev=-7.2332 homo_lumo_gap_ev=6.954
Cl 6.81389 0.70122 0.24411 0.0063
O -3.00388 3.66734 -0.15602 -0.4964
N 0.46608 0.57591 -2.16309 -0.6238
N 2.19401 2.45624 1.17349 -0.4473
N -0.36895 -2.64192 0.92952 -0.4684
C 2.94308 1.75028 0.33743 0.1666
C -0.22321 -1.94437 2.19745 -0.2143
C 5.13508 0.86846 -0.13815 -0.0341
C 4.31787 1.60964 0.65774 -0.2106
C -3.76582 4.54040 0.64033 -0.2515
C 3.32505 0.33864 -1.61511 -0.1796
C 0.91579 2.66232 0.86487 0.1692
C -0.75151 -0.21626 -2.05403 -0.0378
C 0.14592 3.47199 1.73181 -0.1662
C 1.04431 1.23891 -1.11466 0.3527
C -1.14802 3.79377 1.44798 -0.2722
C -1.52064 -2.52984 -1.25971 -0.4069
C 0.28831 2.12008 -0.29980 -0.1778
C -1.73957 3.34049 0.24987 0.2719
C -0.01771 -4.04798 0.99340 -0.2042
C 0.20301 -0.49379 1.98990 -0.6004
C 4.64273 0.21886 -1.28595 -0.2477
C 2.42757 1.10567 -0.83564 -0.1099
C -1.62613 -2.35971 0.25966 -0.2165
C -1.02883 2.52098 -0.59550 -0.2059
C -0.87891 -4.92631 1.91013 -0.6367
C -0.38296 -1.69500 -1.84870 -0.4197
C -1.58776 -0.01742 -3.31624 -0.6112
H -2.47581 -2.25064 -1.70720 0.2036
H -1.85411 1.02922 -3.44043 0.2150
H 2.97931 -0.16643 -2.50645 0.1967
H 4.67889 2.11378 1.53900 0.2380
H -1.34781 -3.58054 -1.49585 0.2036
H 0.63006 3.84358 2.62086 0.2270
H -1.14970 -1.97409 2.79452 0.1644
H 5.31533 -0.36705 -1.89214 0.2274
H -3.27711 5.51333 0.75553 0.1758
H -2.45122 -2.98895 0.63282 0.1735
H 0.45657 -1.75991 -1.15248 0.2334
H 0.40966 -0.02362 2.94766 0.2130
H -0.49986 -5.94497 1.89750 0.2135
H -1.49198 2.23798 -1.52542 0.2152
H 0.55819 -2.45038 2.76860 0.1946
H -0.85035 -4.55948 2.93330 0.2050
H -0.07133 -2.11818 -2.80711 0.1958
H -0.56971 0.08547 1.49129 0.1966
H 1.10511 -0.45558 1.38527 0.2077
H -1.02457 -0.33151 -4.19269 0.2034
H -4.70764 4.67347 0.10979 0.2012
H -0.05621 -4.44881 -0.02170 0.1887
H -1.91359 -4.94398 1.57606 0.2007
H -2.50194 -0.60149 -3.26509 0.2094
H -1.88861 -1.32340 0.47746 0.1965
H 1.02348 -4.10225 1.32640 0.1935
H -1.30484 0.13009 -1.18017 0.2092
H 1.13295 0.12261 -2.77324 0.3752
H -1.70372 4.41832 2.12997 0.2211
H -3.96827 4.11477 1.62888 0.1735

---

Entry 2:
58
Properties=species:S:1:pos:R:3:nbo_charge:R:1 method="wB97M-V/def2-TZVPD" fmax_ev_per_a=2.25 energy_ha=-4839.56394 total_charge=+1 lumo_energy_ev=-2.7 e_homo_ev=-12.2325 homo_lumo_gap_ev=9.577
Br -1.02487 2.45777 -3.19262 0.1195
Cl -3.11278 3.78736 0.19165 0.0187
Cl -4.12101 0.99840 -2.90304 -0.0057
F 1.21382 -2.35006 -4.32004 -0.3132
F -0.74529 -1.96291 -5.09492 -0.2984
F 0.95218 -1.01182 -5.92015 -0.2845
O 0.32434 -0.36775 -3.98050 -0.5205
O -1.78066 -3.09458 1.50454 -0.9106
O 0.91960 -0.12479 0.39632 -0.5250
O -1.76757 -3.16981 -0.87118 -0.8929
N -0.09174 0.17944 -1.73676 -0.4336
C 1.86890 1.57639 3.35709 -0.6084
C 2.25519 -0.57937 0.16303 -0.0733
C 3.17784 -0.15381 1.29161 -0.2446
C 2.73184 -0.73613 2.64208 -0.3903
C 0.00052 -0.65245 -0.49388 0.2909
C -0.77195 1.50764 -1.51507 -0.0718
C -0.59561 -0.56975 -2.92350 0.0635
C -5.12556 3.35388 -1.96568 -0.6640
C 4.58440 -0.73214 0.98599 -0.5969
C -1.33830 -0.87792 0.22461 -0.6226
C 1.71050 -0.37425 4.89877 -0.6084
C -4.05557 2.33019 -1.76337 0.0265
C 1.63430 0.05543 3.38764 -0.2161
C -2.53198 -0.06811 -0.39971 -0.3701
C -3.11287 2.38175 -0.86244 -0.0564
C -2.01483 1.38901 -0.58777 -0.3356
C 0.41140 -1.43437 -4.81849 1.1632
B -1.64228 -2.44154 0.28049 1.1612
H -6.01770 2.86356 -2.35500 0.2424
H 0.76268 -0.77173 5.26152 0.2148
H -1.64873 1.64071 0.41037 0.2579
H -0.03864 2.10852 -0.98847 0.2471
H -0.57289 -1.63636 -2.67957 0.2271
H 1.91525 0.50451 5.51181 0.2105
H 4.50883 -1.81992 1.04589 0.2044
H 0.63614 -0.22323 3.04918 0.1924
H 5.26201 -0.39744 1.76715 0.2284
H -5.38471 3.86355 -1.04621 0.2505
H 2.94391 1.75149 3.44969 0.2058
H -0.93211 -3.52845 1.69260 0.5017
H -2.75357 -0.55456 -1.34381 0.2162
H 4.95414 -0.38330 0.02172 0.2113
H 1.34698 2.07021 4.17040 0.2215
H 3.58774 -0.82471 3.31117 0.2177
H 2.36024 -1.74988 2.44720 0.1970
H 2.52726 -1.06777 5.09646 0.2058
H 0.39248 -1.63101 -0.79013 0.2003
H -1.24736 -0.55451 1.26153 0.2688
H 3.29946 0.93027 1.29077 0.2164
H -3.35455 -0.09691 0.30612 0.2561
H 2.33895 -1.67241 0.08678 0.1800
H 1.57870 1.97329 2.38065 0.1955
H 2.66036 -0.15185 -0.76953 0.1652
H 0.87642 0.42966 -1.97969 0.4697
H -4.79262 4.03676 -2.74879 0.2446
H -1.53408 -4.08807 -0.65788 0.5090
H -1.62653 -0.33612 -3.17663 0.2414

---

Entry 3:
18
Properties=species:S:1:pos:R:3:nbo_charge:R:1 method="wB97M-V/def2-TZVPD" fmax_ev_per_a=2.25 e_above_lowest_ev=1.887 energy_ha=-422.18724 total_charge=0 lumo_energy_ev=0.8 e_homo_ev=-9.6961 homo_lumo_gap_ev=10.533
O 0.94223 1.03083 -0.50367 -0.5975
O -1.35680 -0.06685 0.68379 -0.7730
O 0.82603 3.28311 0.88217 -0.5032
C 0.73512 -1.20211 -1.30664 -0.7225
C 0.91984 -0.17174 -0.22903 0.6771
C -2.24028 0.33766 -0.34102 -0.2556
C 1.45974 -0.69573 1.07272 -0.7326
C 0.28292 2.28619 1.00179 0.4795
H 0.50915 -0.73126 -2.26018 0.2345
H -0.95581 0.78026 1.08052 0.4862
H 0.79616 -1.46905 1.45267 0.2425
H 1.62139 -1.82626 -1.39593 0.2330
H -1.73563 1.00484 -1.04638 0.1721
H -3.10576 0.86011 0.07886 0.1702
H 1.53661 0.10604 1.80272 0.2306
H -2.58033 -0.55642 -0.86117 0.1802
H 2.44629 -1.12888 0.91221 0.2382
H -0.10086 -1.84075 -1.02343 0.2401

---

Entry 4:
98
Properties=species:S:1:pos:R:3:lowdin_charge:R:1 method="wB97M-V/def2-TZVPD" fmax_ev_per_a=0.14 e_above_lowest_ev=0.882 energy_ha=-3611.97010 total_charge=+2 lumo_energy_ev=-7.2 e_homo_ev=-13.3410 homo_lumo_gap_ev=6.135
Pt 0.98899 -1.16974 -0.42771 1.1134
S -1.29149 -1.57399 -0.67477 0.7271
S 4.25237 0.14794 -0.24841 0.6433
S 1.13356 -1.89124 1.78880 0.8018
Si -4.27054 0.62406 -0.23255 0.5179
O 5.48525 -0.52049 0.03997 -0.2517
O 4.11514 0.89822 -1.46144 -0.2696
O 1.40502 2.53863 -1.16439 0.0548
N 2.08286 -2.80443 -0.96125 -0.1379
N -0.45031 -4.07749 1.84399 0.0378
N -1.38548 2.72913 -3.22037 -0.0654
N -1.32519 -2.21764 2.83225 0.0489
N -0.24174 2.07551 -2.72902 0.0669
N 3.08569 -1.03477 -0.21602 -0.2432
N -0.09985 0.39829 0.26152 -0.1821
C 1.39597 -1.20584 -3.15751 -0.0965
C 3.25676 3.31568 1.97695 -0.0189
C -1.06715 -0.01062 -3.58134 -0.0528
C -2.44646 0.89710 0.25588 -0.2155
C 3.30526 -2.29433 -0.70869 -0.4103
C 3.08497 2.77632 3.24815 -0.2565
C -0.81629 -1.30613 -4.02158 -0.0486
C -2.09969 2.06650 0.94401 -0.0420
C 1.89422 -4.01813 -1.49827 -0.1309
C -1.42375 2.84439 -4.69644 0.0059
C -0.41095 4.06750 -1.67362 0.0805
C 3.76790 1.15482 1.10080 -0.3099
C 2.75140 3.65222 4.42175 -0.0341
C 4.26148 -4.29906 -1.52139 -0.0064
C -2.47132 4.94179 -2.92165 0.0044
C -1.42417 3.95379 -2.55359 -0.2681
C -5.25260 0.59918 1.35190 -0.1615
C 0.40823 2.88312 -1.76881 -0.3837
C 1.15224 0.06774 -2.58792 -0.0905
C -0.79686 2.35272 1.33289 -0.0167
C -0.35145 -2.79339 2.15112 -0.6647
C -1.40919 -0.68572 4.75787 -0.0507
C 4.45378 -3.04602 -0.98314 0.0388
C 2.97803 -4.80255 -1.78930 -0.0332
C -1.37500 0.06082 -0.01646 -0.6604
C 3.27060 1.40055 3.42602 -0.0254
C -1.45453 -0.81463 3.24619 -0.2339
C -0.07606 0.71683 -2.93780 -0.1840
C -4.47753 -0.96946 -1.17753 -0.1876
C 3.62632 0.59030 2.36578 -0.0769
C -4.70825 2.08836 -1.30074 -0.1591
C 0.42421 -1.90061 -3.85562 -0.0783
C 0.63727 -4.99439 1.46897 -0.2409
C 0.21525 1.49420 0.95388 -0.1030
C 1.12283 -5.79389 2.66518 -0.0552
C 3.59744 2.51390 0.89548 -0.0569
H 2.00241 3.18843 5.06402 0.0826
H -5.52465 -1.06106 -1.47683 0.0496
H -1.60242 -1.83877 -4.54205 0.1278
H -6.31996 0.51606 1.13700 0.0464
H 2.84063 -5.78265 -2.22093 0.1193
H 0.87089 -4.31627 -1.68527 0.1293
H -0.81109 3.67846 -5.04385 0.1091
H 0.24796 -5.64752 0.68806 0.1255
H -2.49082 5.75149 -2.19660 0.0968
H 5.12610 -4.90809 -1.75082 0.1283
H -2.06657 -2.82341 3.16344 0.1663
H 1.54651 -5.13665 3.42521 0.0835
H -0.44780 -1.01772 5.14982 0.0848
H -0.20614 4.89575 -1.01722 0.1316
H -4.23513 -1.84965 -0.57907 0.0218
H 3.80724 -0.46730 2.51434 0.1081
H -4.57388 3.03301 -0.76853 0.0388
H -5.75087 2.03763 -1.62068 0.0482
H -3.87384 -0.99570 -2.08679 0.0165
H 1.89627 -6.49349 2.35050 0.0895
H 0.31507 -6.37248 3.11490 0.0848
H -2.45542 2.98377 -5.01051 0.1031
H 1.99064 0.66933 -2.25579 0.0844
H -2.88059 2.77400 1.20391 0.1200
H -3.45477 4.47302 -2.96168 0.0842
H 5.43262 -2.64028 -0.78551 0.1149
H -4.07646 2.10871 -2.19229 0.0190
H 1.43990 -4.39963 1.04633 0.0601
H 1.25773 1.66461 1.17597 0.0974
H 3.13036 4.38080 1.82721 0.1251
H -1.31255 -4.53915 2.10775 0.1632
H -2.39761 -0.44112 2.84474 0.1134
H 3.70992 2.92761 -0.09554 0.1153
H -1.04589 1.93004 -5.14048 0.0842
H 3.16089 0.97229 4.41512 0.1233
H 3.64161 3.81815 5.03114 0.0977
H -5.10927 1.50996 1.93712 0.0382
H 2.38423 4.62600 4.10238 0.0813
H 2.39877 -1.60210 -3.07967 0.1212
H -1.55470 0.35623 5.04089 0.0876
H -4.98023 -0.25226 1.98008 0.0304
H -2.19838 -1.26928 5.23408 0.0849
H -2.02842 0.44239 -3.77507 0.1160
H -0.64602 -0.25846 2.78172 0.0647
H -0.55619 3.24408 1.89458 0.1268
H -2.26576 5.37542 -3.90220 0.0975
H 0.63846 -2.86924 -4.28495 0.1191